This record from OMol25 describes a molecular structure, C42H58AsFN6O5Ru. The level of theory is ωB97M-V/def2-TZVPD.

CARTESIAN COORDINATES (ANGSTROEM)
Ru: -2.012404 -0.695070 -0.253686
F: 5.496840 -3.591334 1.183639
C: 5.151871 -2.336560 0.824867
C: 3.828567 -2.022898 0.708851
C: 3.448620 -0.752864 0.271192
C: 2.017709 -0.432692 0.145192
O: 1.165436 -1.239957 0.555684
C: 1.731534 0.827031 -0.472083
C: 2.759320 1.698320 -0.702485
N: 4.058498 1.450777 -0.461010
C: 5.047062 2.469292 -0.746533
C: 4.762200 3.872958 -0.312153
C: 5.807308 3.069555 0.401355
C: 4.440383 0.188280 -0.027642
C: 5.791067 -0.142643 0.133117
C: 6.167033 -1.402752 0.560909
N: 7.546718 -1.692248 0.716861
C: 7.980884 -2.678613 1.687679
C: 9.410091 -2.378456 2.099759
N: 10.284355 -2.395214 0.871007
C: 9.797523 -1.410549 -0.160713
C: 8.351304 -1.729006 -0.490082
C: 0.369505 1.326957 -0.886826
O: 0.224820 2.511092 -1.113724
O: -0.584599 0.454165 -1.036473
H: 3.070009 -2.758244 0.939061
H: 2.527808 2.677523 -1.100124
H: 5.563211 2.325393 -1.688444
H: 3.837131 4.058445 0.214762
H: 5.076222 4.666228 -0.973541
H: 5.559960 2.711771 1.391563
H: 6.847859 3.315478 0.244007
H: 6.552674 0.603202 -0.040560
H: 7.917084 -3.707864 1.306220
H: 7.359721 -2.628423 2.579207
H: 9.803010 -3.120492 2.792081
H: 9.503569 -1.382196 2.528670
H: 10.267736 -3.335465 0.466739
H: 11.255377 -2.202249 1.119966
H: 10.450682 -1.486507 -1.027728
H: 9.892524 -0.425462 0.293259
H: 8.295722 -2.715009 -0.982094
H: 7.992378 -0.995698 -1.208932
C: -2.515875 -1.843217 4.073273
C: -2.557865 -1.607550 2.602755
N: -1.575395 -1.109953 1.932488
O: -0.453329 -0.801399 2.667536
C: -3.717004 -1.963016 1.783738
C: -4.973805 -2.623973 2.237425
N: -3.523888 -1.688173 0.529455
O: -4.298642 -1.923416 -0.445602
H: -1.842095 -1.141653 4.557028
H: -2.153029 -2.853137 4.277820
H: -3.508972 -1.751085 4.505560
H: 0.252388 -0.860214 1.991334
H: -5.136164 -2.485997 3.303202
H: -4.952416 -3.697096 2.034040
H: -5.820288 -2.209094 1.690369
C: -0.535260 -4.142362 0.200840
As: -1.238851 -2.923248 -1.121930
C: 0.158168 -2.778977 -2.452612
C: -2.593959 -3.969961 -2.019421
H: -0.117389 -5.016483 -0.299127
H: -1.351228 -4.456664 0.850651
H: 0.224585 -3.632926 0.786359
H: 0.647645 -3.745269 -2.573350
H: 0.879951 -2.023565 -2.153428
H: -0.294922 -2.485663 -3.399004
H: -2.109906 -4.671665 -2.698315
H: -3.262323 -3.306655 -2.563016
H: -3.176823 -4.513154 -1.278738
C: -3.381088 -1.079532 -5.128888
C: -4.054436 -0.247599 -4.074492
C: -5.318980 0.307140 -4.303356
C: -5.964466 1.091743 -3.347740
C: -7.315486 1.687592 -3.628379
C: -5.340046 1.327893 -2.138280
C: -4.073468 0.763825 -1.844352
C: -3.457773 -0.024091 -2.857284
N: -3.423248 0.883164 -0.664553
C: -3.668084 1.984781 0.289312
C: -4.922039 1.706757 1.140239
C: -5.111370 2.843935 2.151661
C: -3.909761 2.895824 3.097205
C: -2.640995 3.155416 2.283759
C: -2.754079 4.500940 1.568065
C: -3.950206 4.455682 0.616719
C: -5.233644 4.176612 1.405323
C: -3.737075 3.348506 -0.421806
C: -2.466823 2.041556 1.245818
H: -3.609467 -0.712338 -6.128377
H: -3.718182 -2.117087 -5.077169
H: -2.297836 -1.067867 -5.005839
H: -5.809996 0.125446 -5.252508
H: -7.768692 1.241613 -4.511421
H: -7.233551 2.761645 -3.801845
H: -7.992159 1.538502 -2.787396
H: -5.860445 1.913583 -1.399121
H: -2.448727 -0.392865 -2.696540
H: -4.784439 0.752783 1.661664
H: -5.816512 1.601322 0.527453
H: -6.024748 2.652801 2.720016
H: -3.823549 1.954332 3.650066
H: -4.049050 3.690550 3.834511
H: -1.768443 3.153195 2.942012
H: -1.839189 4.707297 1.005865
H: -2.880453 5.304503 2.298103
H: -4.041803 5.409349 0.092394
H: -6.093447 4.151556 0.728363
H: -5.414679 4.983767 2.119468
H: -2.795610 3.498846 -0.958698
H: -4.538796 3.384394 -1.156395
H: -2.377686 1.088017 1.770378
H: -1.557155 2.214035 0.665914

Forces on atoms 1 to 6 (eV/Å):
-0.3 0.3 0.1
0.0 0.0 0.0
0.0 0.0 -0.1
0.0 0.0 0.0
0.0 0.0 0.1
-0.1 0.0 -0.2

Calculated values
**Spin multiplicity**: 5
**Frontier orbital gap (spin up / spin down)**: 7.270 / 6.667 eV
**ΔE to the lowest compared entry with this formula, charge and spin**: 0.0 kcal/mol
**Total charge**: +2
**Calculated total energy**: -129795.898 eV
**<S²>**: 6.06

These are the Löwdin partial charges, in e, on atoms 1 to 5:
1. Ru 1.275
2. F 0.074
3. C -0.187
4. C 0.091
5. C -0.043

This record from OMol25 describes a molecular structure, C42H58BrN9O3PS2W at a distorted geometry. The level of theory is ωB97M-V/def2-TZVPD.

CARTESIAN COORDINATES (ANGSTROEM)
W: -0.018738 -0.402778 -0.220876
C: 0.785043 3.335713 2.960642
C: 0.837517 1.848095 3.320364
C: -0.389952 1.485119 4.126502
P: 1.228940 0.671201 1.910858
C: 2.972796 1.265331 1.600604
C: 2.988053 2.367000 0.509556
C: 3.780764 1.751167 2.810210
C: 1.293344 -0.942497 2.733791
C: 2.332344 -1.336898 3.584156
C: 2.337436 -2.555241 4.242596
C: 3.453478 -2.954269 5.181811
C: 1.243564 -3.393402 4.015511
C: 0.220570 -3.044486 3.154114
C: 0.205391 -1.803384 2.484372
N: -0.792560 -1.455912 1.572390
C: -2.015517 -2.252490 1.644416
C: -2.829348 -2.189833 2.800511
C: -2.537580 -1.282099 3.954541
C: -3.985906 -2.951943 2.901276
C: -4.423616 -3.782670 1.884419
C: -5.717805 -4.548166 1.987239
C: -3.634549 -3.835534 0.755902
C: -2.455198 -3.103792 0.609360
C: -1.793428 -3.290212 -0.730402
H: 0.664515 3.907518 3.885401
H: -0.060290 3.554106 2.317356
H: 1.689156 3.695928 2.463286
H: 1.712660 1.677044 3.946162
H: -1.292516 1.692101 3.552459
H: -0.415832 2.104967 5.027963
H: -0.380990 0.444919 4.434591
H: 3.490750 0.402651 1.210339
H: 3.125072 3.348546 0.963469
H: 2.071497 2.419378 -0.076096
H: 3.825033 2.213071 -0.177975
H: 3.393544 2.692283 3.205005
H: 4.802678 1.939293 2.470962
H: 3.837971 1.035368 3.629706
H: 3.165499 -0.664499 3.748416
H: 4.284523 -2.249493 5.134466
H: 3.839065 -3.949946 4.943789
H: 3.101397 -2.987245 6.216438
H: 1.198993 -4.355467 4.523244
H: -0.598223 -3.733744 2.985665
H: -2.464578 -0.262828 3.596831
H: -1.606987 -1.532260 4.465163
H: -3.344421 -1.333140 4.685739
H: -4.577274 -2.873775 3.811351
H: -5.902981 -4.879047 3.010179
H: -5.715207 -5.422359 1.335268
H: -6.557816 -3.915313 1.689365
H: -3.943733 -4.474026 -0.069128
H: -2.111161 -2.519428 -1.427353
H: -2.093652 -4.251653 -1.148895
H: -0.719062 -3.270802 -0.696206
S: -4.790379 -0.266527 -0.196177
C: -3.188745 -0.274160 -0.244199
N: -2.021577 -0.294053 -0.276815
C: 2.522721 -5.034777 1.170739
N: 1.891945 -4.461983 -0.025149
C: 1.648032 -5.331755 -1.192070
C: 1.392769 -3.258441 -0.026744
N: 0.930936 -2.224520 -0.121921
H: 1.873132 -5.784144 1.622253
H: 2.714794 -4.251612 1.900518
H: 3.462854 -5.500796 0.880336
H: 0.846911 -6.037970 -0.975704
H: 2.562532 -5.876443 -1.417165
H: 1.378951 -4.719820 -2.049638
S: -0.795111 2.288029 0.138750
C: -2.282611 2.680211 -0.620630
N: -3.406054 2.857963 0.053592
C: -4.551966 3.168499 -0.806205
C: -3.943046 3.004684 -2.211125
N: -2.507558 2.904404 -1.909758
H: -3.474366 2.663428 1.035891
H: -4.912007 4.177525 -0.620572
H: -5.356096 2.462633 -0.627159
H: -4.147829 3.850502 -2.861084
H: -4.285748 2.088832 -2.692236
H: -1.841544 2.631087 -2.605175
Br: 1.059105 1.930369 -2.757288
C: 2.342861 0.726701 -2.134071
C: 3.551454 0.725237 -2.813166
C: 4.567568 -0.078011 -2.356368
C: 4.332540 -0.820824 -1.219019
C: 3.098635 -0.761441 -0.626339
N: 2.067768 -0.026181 -1.063983
H: 3.669034 1.366694 -3.675151
H: 5.524582 -0.109239 -2.866168
H: 5.095483 -1.452793 -0.786529
H: 2.918633 -1.328759 0.264557
C: -2.751503 -3.234464 -3.959128
C: -2.968698 -1.821478 -4.535959
C: -1.730057 -0.883828 -4.651582
C: -2.144185 0.289707 -5.552468
C: -1.033948 1.278346 -5.891961
C: -0.639344 -1.647972 -5.342722
O: -0.673038 -1.955331 -6.513001
N: 0.414786 -2.013982 -4.543745
C: 0.568658 -1.818706 -3.173751
O: 1.527192 -2.387242 -2.672894
N: -0.321637 -0.982991 -2.499130
C: -1.340705 -0.374535 -3.259592
O: -1.962712 0.580031 -2.852842
H: -3.128357 -3.989008 -4.649773
H: -3.279646 -3.364678 -3.017029
H: -1.698228 -3.469011 -3.778560
H: -3.717441 -1.282606 -3.952883
H: -3.349183 -1.906437 -5.550926
H: -2.966516 0.803831 -5.056479
H: -2.523485 -0.145673 -6.476198
H: -0.673279 1.802712 -5.004775
H: -1.404501 2.028536 -6.593565
H: -0.183970 0.779514 -6.366262
H: 1.131723 -2.578429 -4.970366

Forces on atoms 1 to 6 (eV/Å):
-1.6 1.0 1.0
0.3 0.0 0.0
-0.5 0.2 -0.3
-0.1 0.0 0.0
0.3 -0.2 0.3
-0.1 0.3 -0.1

Calculated values
**Spin multiplicity**: 3
**Frontier orbital gap (spin up / spin down)**: 6.589 / 6.123 eV
**Total charge**: +1
**Calculated total energy**: -166874.067 eV
**<S²>**: 2.02

These are the Löwdin partial charges, in e, on atoms 1 to 5:
1. W 1.424
2. C -0.116
3. C -0.507
4. C -0.099
5. P 1.015

This record from OMol25 describes 10 unconnected molecules or ions with the total composition C42H58F32N2O16S4 at a distorted geometry. The level of theory is ωB97M-V/def2-TZVPD.

CARTESIAN COORDINATES (ANGSTROEM)
F: 7.412754 -4.539747 2.701921
C: 7.152724 -5.671442 1.995159
F: 7.985073 -6.651666 2.410513
C: 5.719719 -6.107159 2.313427
F: 5.434567 -7.246279 1.665513
F: 4.902309 -5.122236 1.834128
C: 5.526575 -6.258852 3.823106
O: 4.304108 -6.772310 4.306121
C: 3.101111 -6.222249 3.922691
F: 2.868577 -6.451262 2.627192
F: 2.195218 -6.931624 4.621975
C: 2.969690 -4.749697 4.270515
F: 1.681435 -4.320750 4.092570
F: 3.266532 -4.514963 5.559485
H: 7.336263 -5.449953 0.944508
H: 5.771050 -5.323159 4.328562
H: 6.275098 -6.994176 4.118257
H: 3.526202 -4.070833 3.625088
F: 0.783146 -6.035441 -3.623409
C: 1.151708 -6.784638 -2.555532
F: 2.182291 -7.585541 -2.916662
C: 1.575806 -5.841316 -1.438270
F: 2.510972 -4.978135 -1.928105
F: 2.173863 -6.532488 -0.453141
C: 0.412153 -5.038202 -0.898753
O: -0.458830 -5.940514 -0.192091
C: -0.608921 -5.660013 1.129270
F: 0.566271 -5.378947 1.725120
F: -1.384420 -4.565836 1.265968
C: -1.115499 -6.947102 1.795498
F: -1.240952 -6.819434 3.107279
F: -2.266381 -7.373403 1.212981
H: 0.309413 -7.423207 -2.278007
H: -0.150941 -4.639651 -1.747424
H: 0.720630 -4.191552 -0.290042
H: -0.359385 -7.695363 1.533811
F: -5.953661 3.832053 -1.585408
C: -4.967556 3.118947 -0.944847
F: -5.031499 1.860889 -1.414129
C: -3.650978 3.816058 -1.283776
F: -3.441500 3.800119 -2.612089
F: -2.598056 3.210887 -0.685251
C: -3.667648 5.256208 -0.780616
O: -3.977331 5.358003 0.581644
C: -4.661134 6.471137 0.941703
F: -4.116798 7.570754 0.437036
F: -5.948016 6.328095 0.488211
C: -4.771000 6.492960 2.460167
F: -3.563865 6.726454 3.008509
F: -5.641538 7.454594 2.848389
H: -5.239348 3.188706 0.106668
H: -4.287699 5.863894 -1.440400
H: -2.635507 5.568247 -0.971273
H: -5.157055 5.553335 2.854168
F: -2.231012 3.350752 -7.706392
C: -0.952210 3.457711 -8.156977
F: -1.002555 3.471162 -9.514707
C: -0.381972 4.767956 -7.605299
F: -1.014693 5.799223 -8.197125
F: 0.924454 4.813717 -7.955853
C: -0.562822 4.851508 -6.124443
O: -0.096503 3.639553 -5.567168
C: 0.249840 3.678799 -4.254413
F: 1.279502 4.537193 -4.074545
F: -0.824469 4.135744 -3.563989
C: 0.690280 2.283997 -3.811719
F: 0.869167 2.372192 -2.458371
F: -0.191890 1.349007 -4.125306
H: -0.418039 2.543290 -7.908931
H: -1.594034 5.042292 -5.834163
H: 0.019997 5.707257 -5.765552
H: 1.677403 2.068988 -4.225365
C: -0.520691 7.607473 -0.429917
C: -0.186374 6.847010 0.807204
O: -0.955679 5.630133 0.847312
S: -0.528573 4.455852 1.848354
C: 0.809536 3.811274 0.863853
O: -0.045821 5.077121 3.034982
O: -1.601245 3.531265 1.854119
H: -0.327822 7.011668 -1.325821
H: 0.185492 8.442631 -0.476675
H: -1.522785 8.022277 -0.490373
H: 0.863859 6.581451 0.973865
H: -0.366341 7.430242 1.718297
H: 1.151086 2.891470 1.335347
H: 1.657288 4.491093 0.840866
H: 0.366220 3.699495 -0.121879
C: -3.987086 1.342057 2.493363
C: -4.230660 1.127987 3.966232
O: -5.577547 1.523351 4.319253
S: -5.951589 1.331993 5.851427
C: -7.689153 1.656251 5.688794
O: -5.742360 -0.032621 6.218997
O: -5.337760 2.367745 6.616132
H: -2.957581 1.080455 2.266721
H: -4.261721 2.347659 2.181582
H: -4.618353 0.628469 1.951106
H: -4.161771 0.066537 4.210000
H: -3.489481 1.692577 4.535714
H: -8.184006 0.690876 5.682989
H: -7.907230 2.228366 4.792893
H: -7.964745 2.272489 6.541448
C: -4.492661 0.113448 -3.941433
C: -4.265412 -1.376785 -4.067226
O: -3.833601 -2.045403 -2.863540
S: -2.276796 -1.934281 -2.528893
C: -2.374966 -2.486336 -0.840888
O: -1.564548 -2.893025 -3.313139
O: -1.896024 -0.558640 -2.599932
H: -5.259457 0.275032 -3.178360
H: -4.933594 0.498992 -4.861422
H: -3.651034 0.725523 -3.634554
H: -5.223384 -1.829079 -4.310199
H: -3.555890 -1.582450 -4.872451
H: -3.415058 -2.515907 -0.534577
H: -1.800503 -1.823528 -0.204024
H: -1.970857 -3.492777 -0.888511
C: 8.261757 -2.014720 3.990248
C: 6.818438 -1.646870 4.301528
O: 6.219617 -1.160247 3.073444
S: 4.655071 -1.414608 2.835453
C: 4.131548 0.262611 2.614037
O: 4.462248 -2.127233 1.620403
O: 4.080162 -1.835008 4.080399
H: 8.624805 -2.705847 4.749005
H: 8.861121 -1.105523 3.982955
H: 8.343728 -2.457256 3.003943
H: 6.263053 -2.400108 4.854057
H: 6.818247 -0.802412 4.999534
H: 4.317364 0.882185 3.484164
H: 3.077250 0.184679 2.351631
H: 4.718281 0.662199 1.786686
C: 0.813850 -1.305471 0.157348
C: 0.896160 -1.745828 1.466703
C: 0.207903 -1.060972 2.460826
N: -0.463127 0.046410 2.207026
C: -0.540942 0.474223 0.953158
C: 0.164751 -0.112074 -0.091554
H: 1.424126 -1.710109 -0.644740
H: 1.562670 -2.571494 1.694034
H: 0.165549 -1.465340 3.464893
H: -1.068572 1.404438 0.764305
H: 0.210119 0.362147 -1.062233
C: 3.151349 -0.229033 -5.338545
C: 2.180044 -1.197368 -5.160600
C: 1.792103 -1.483024 -3.859625
N: 2.373758 -0.944330 -2.797494
C: 3.345588 -0.054491 -3.009697
C: 3.771405 0.381014 -4.259388
H: 3.539661 -0.015162 -6.330450
H: 1.673481 -1.645797 -6.002402
H: 1.005474 -2.201563 -3.653371
H: 3.874472 0.139148 -2.078233
H: 4.503983 1.170863 -4.332094

Forces on atoms 1 to 6 (eV/Å):
0.1 -0.1 0.1
-0.1 0.0 0.0
0.3 0.0 0.0
-0.6 0.7 0.5
0.1 -0.2 -0.2
0.2 0.0 -0.2

Calculated values
**Spin multiplicity**: 1
**Frontier orbital gap**: 9.651 eV
**SMILES**: FC(F)C(F)(F)COC(F)(F)C(F)F.FC(F)C(F)(F)COC(F)(F)C(F)F.FC(F)C(F)(F)COC(F)(F)C(F)F.FC(F)C(F)(F)COC(F)(F)C(F)F.CCOS(C)(=O)=O.CCOS(C)(=O)=O.CCOS(C)(=O)=O.CCOS(C)(=O)=O.c1ccncc1.c1ccncc1
**Calculated total energy**: -210534.088 eV

These are the Löwdin partial charges, in e, on atoms 1 to 5:
1. F 0.075
2. C -0.278
3. F 0.097
4. C -0.447
5. F 0.146